A 11-piece molecular cluster, C17H59O20P3 overall, computed with the ωB97M-V functional and the def2-TZVPD basis.

Last column: Mulliken charge in e.
Element x y z (Å)
C (4.102, 3.597, -0.581)  -0.736
O (2.978, 3.442, -1.359)  -0.180
P (2.064, 4.756, -1.792)  0.973
O (2.698, 5.617, -2.873)  -0.699
O (0.616, 4.213, -2.238)  -0.282
C (0.376, 3.793, -3.592)  -0.676
O (1.697, 5.594, -0.453)  -0.302
C (0.863, 5.033, 0.532)  -0.667
H (4.953, 3.802, -1.230)  0.296
H (4.381, 2.735, 0.025)  0.267
H (4.105, 4.400, 0.156)  0.301
H (0.343, 2.704, -3.583)  0.265
H (1.252, 4.055, -4.185)  0.323
H (-0.565, 4.159, -4.004)  0.230
H (0.396, 4.104, 0.208)  0.340
H (0.038, 5.744, 0.572)  0.272
H (1.266, 4.994, 1.544)  0.275
C (1.806, -0.783, 3.441)  -0.768
O (0.847, -1.057, 2.431)  -0.246
P (0.758, -2.491, 1.727)  1.024
O (0.926, -3.674, 2.665)  -0.696
O (1.927, -2.292, 0.559)  -0.237
C (2.452, -3.471, -0.147)  -0.800
O (-0.616, -2.569, 0.931)  -0.328
C (-1.033, -1.517, 0.089)  -0.582
H (1.325, -0.712, 4.417)  0.290
H (2.407, 0.084, 3.166)  0.301
H (2.638, -1.462, 3.627)  0.320
H (2.280, -3.487, -1.223)  0.314
H (2.053, -4.452, 0.111)  0.319
H (3.522, -3.639, -0.024)  0.294
H (-0.922, -1.928, -0.914)  0.234
H (-0.472, -0.618, 0.346)  0.311
H (-2.073, -1.275, 0.307)  0.249
C (-6.740, 8.258, 0.379)  -0.707
O (-6.708, 7.371, 1.428)  -0.268
P (-8.021, 6.558, 1.862)  1.050
O (-9.099, 7.427, 2.463)  -0.699
O (-7.517, 5.448, 2.920)  -0.365
C (-6.884, 4.246, 2.485)  -0.613
O (-8.518, 5.815, 0.505)  -0.270
C (-9.716, 5.155, 0.413)  -0.685
H (-7.725, 8.646, 0.121)  0.338
H (-6.260, 7.936, -0.545)  0.251
H (-6.219, 9.099, 0.838)  0.287
H (-6.616, 4.336, 1.432)  0.332
H (-7.655, 3.478, 2.540)  0.249
H (-6.135, 3.987, 3.234)  0.258
H (-9.618, 4.137, 0.792)  0.247
H (-10.113, 5.135, -0.602)  0.238
H (-10.431, 5.659, 1.063)  0.357
C (4.218, -0.874, -7.745)  -0.454
O (3.035, -0.949, -8.527)  -0.507
H (5.060, -0.296, -8.126)  0.255
H (3.975, -0.357, -6.816)  0.210
H (4.468, -1.909, -7.515)  0.198
H (3.040, -0.331, -9.262)  0.298
C (10.049, -3.384, -2.981)  -0.496
O (9.424, -4.380, -3.679)  -0.495
H (11.009, -3.614, -2.517)  0.239
H (10.195, -2.548, -3.665)  0.199
H (9.236, -3.056, -2.333)  0.248
H (9.405, -5.170, -3.134)  0.306
C (9.273, -1.993, 3.948)  -0.482
O (9.565, -0.571, 4.117)  -0.507
H (9.626, -2.662, 4.734)  0.245
H (8.189, -2.071, 3.877)  0.231
H (9.808, -2.430, 3.105)  0.219
H (9.245, -0.242, 4.960)  0.294
C (0.013, 5.767, 9.493)  -0.535
O (1.221, 5.147, 9.370)  -0.477
H (-0.044, 6.639, 8.842)  0.235
H (-0.879, 5.204, 9.217)  0.213
H (0.004, 6.271, 10.459)  0.238
H (1.675, 5.357, 10.189)  0.326
C (-4.582, -1.909, -7.430)  -0.443
O (-5.412, -2.509, -6.495)  -0.495
H (-4.424, -0.870, -7.142)  0.226
H (-3.648, -2.468, -7.381)  0.192
H (-5.035, -1.881, -8.422)  0.224
H (-6.211, -1.994, -6.362)  0.296
C (-10.456, -1.551, -3.423)  -0.490
O (-10.165, -0.781, -4.588)  -0.487
H (-9.543, -1.647, -2.835)  0.200
H (-11.223, -0.982, -2.897)  0.247
H (-10.910, -2.520, -3.631)  0.217
H (-10.751, -0.021, -4.544)  0.313
C (7.000, -9.194, 4.216)  -0.474
O (6.579, -10.559, 4.195)  -0.500
H (6.594, -8.714, 3.326)  0.205
H (6.648, -8.662, 5.101)  0.243
H (8.078, -9.073, 4.319)  0.235
H (7.127, -11.097, 4.771)  0.292
C (-0.991, -9.880, 0.689)  -0.484
O (-1.111, -10.820, -0.357)  -0.500
H (-1.714, -9.066, 0.644)  0.209
H (-0.905, -10.352, 1.667)  0.249
H (-0.026, -9.387, 0.572)  0.216
H (-1.144, -11.703, 0.019)  0.310

Its structure (SMILES) is COP(=O)(OC)OC.COP(=O)(OC)OC.COP(=O)(OC)OC.CO.CO.CO.CO.CO.CO.CO.CO. As for the HOMO energy: -10.165 eV. The frontier orbital gap comes out at 10.34 eV. The energy relative to the best compared isomer or geometry (same formula, charge and spin) comes out at 115.2 kcal/mol.

---

A 2-piece molecular cluster, C15H19FINO6S overall, computed with the ωB97M-V functional and the def2-TZVPD basis.

Last column: Mulliken charge in e.
Element x y z (Å)
C (2.348, 3.010, 5.263)  -0.038
C (1.698, 2.284, 4.362)  -0.847
C (0.504, 1.709, 3.436)  0.440
C (-0.432, 0.568, 4.005)  -0.365
C (-1.623, 0.091, 3.039)  -0.470
I (-2.910, -1.478, 3.852)  0.166
C (-1.817, 0.739, 1.582)  0.826
C (-3.056, 0.261, 0.627)  -1.112
C (-2.874, -1.238, 0.045)  0.479
C (-4.093, -2.250, 0.468)  -1.147
F (-1.581, -1.817, 0.450)  -0.263
N (-0.864, 1.778, 1.107)  0.409
C (-0.957, 2.452, -0.236)  -0.968
C (-0.687, 1.484, -1.500)  -0.038
C (0.869, 1.249, -1.863)  -0.732
C (1.722, 0.470, -0.731)  -0.279
S (2.237, -1.266, -1.265)  0.988
O (1.018, -2.192, -1.234)  -0.568
O (2.962, -1.267, -2.591)  -0.446
O (3.261, -1.823, -0.019)  -0.485
C (0.239, 2.250, 1.984)  -0.090
H (2.815, 3.724, 6.048)  0.367
H (-0.252, 0.119, 5.055)  0.356
H (-3.230, 0.990, -0.259)  0.242
H (-4.059, 0.260, 1.226)  0.533
H (-2.943, -1.151, -1.117)  0.300
H (-4.634, -1.898, 1.440)  0.202
H (-4.928, -2.258, -0.348)  0.345
H (-3.739, -3.339, 0.572)  0.295
H (-0.280, 3.390, -0.216)  0.441
H (-2.044, 2.850, -0.350)  0.350
H (-1.157, 2.022, -2.425)  0.388
H (-1.269, 0.474, -1.426)  -0.067
H (0.916, 0.651, -2.860)  0.391
H (1.364, 2.282, -2.039)  0.369
H (2.718, 1.051, -0.604)  0.330
H (1.177, 0.328, 0.271)  0.020
H (2.683, -2.141, 0.735)  0.355
H (0.940, 3.080, 1.593)  0.331
C (4.341, -3.113, -5.409)  0.687
O (3.681, -2.400, -6.213)  -0.790
O (3.597, -3.446, -4.328)  -0.452
O (5.513, -3.535, -5.456)  -0.746
H (2.826, -2.954, -4.671)  0.293

As for the HOMO energy: -5.006 eV. The frontier orbital gap comes out at 1.39 eV.

---

One molecule with the formula C5H8NP, computed with the ωB97M-V functional and the def2-TZVPD basis.

Last column: Mulliken charge in e.
Element x y z (Å)
C (-3.078, -0.712, 0.061)  -0.208
C (-1.481, 1.102, 0.029)  -0.420
C (0.069, -1.168, 0.167)  -0.098
C (1.295, -1.959, 0.046)  -0.845
C (1.218, 1.779, 0.021)  -0.880
N (-2.387, 0.255, -0.111)  0.035
P (0.117, 0.405, 0.578)  0.181
H (-3.280, -1.397, -0.713)  0.234
H (-1.614, 2.138, 0.135)  0.318
H (1.211, -3.011, 0.540)  0.238
H (2.216, -1.457, 0.480)  0.277
H (1.415, -2.157, -1.007)  0.282
H (0.492, 2.516, 0.178)  0.294
H (1.575, 1.751, -1.034)  0.301
H (2.230, 1.916, 0.632)  0.289

As for the HOMO energy (spin up / spin down): -7.724 / -7.724 eV. The frontier orbital gap (spin up / spin down) comes out at 7.58 / 7.58 eV. The energy relative to the best compared isomer or geometry (same formula, charge and spin) comes out at 136.7 kcal/mol.